Below is 11 unconnected molecules or ions with the total composition H22O11 at a distorted geometry, with properties calculated with the ωB97M-V functional and the def2-TZVPD basis.

Summary:
Energy in hartree: -840.85304
HOMO energy in eV: -10.607
Multiplicity: 1
Energy relative to the best compared isomer or geometry (same formula, charge and spin) in kJ/mol: 71.1
SMILES: O.O.O.O.O.O.O.O.O.O.O
LUMO in eV: 0.2
Molar mass in g mol⁻¹: 198.165

Atoms and positions in Å:
1 O -1.173788 -0.853338 -3.611135
2 H -1.211748 0.046552 -3.935175
3 H -0.399878 -0.873258 -3.048195
4 O -0.108798 0.886742 3.521025
5 H -0.595628 0.647002 2.732515
6 H -0.649088 0.566422 4.243325
7 O -2.303588 -2.364648 0.169565
8 H -2.839698 -2.176688 -0.600815
9 H -1.404288 -2.365508 -0.158285
10 O -2.300988 -0.061108 1.795325
11 H -2.884668 -0.166858 2.546565
12 H -2.272928 -0.927508 1.389375
13 O 2.356232 0.448702 2.139245
14 H 1.659422 0.155392 1.552165
15 H 2.032892 1.273232 2.502355
16 O 0.106742 -2.847278 -0.753635
17 H 0.975402 -2.588158 -1.061095
18 H 0.133112 -3.803988 -0.738285
19 O 4.036852 -0.115518 -0.225715
20 H 4.783222 0.472262 -0.108775
21 H 3.410452 0.155562 0.445375
22 O 0.423622 -0.120708 0.478235
23 H 0.530092 -0.030338 -0.468725
24 H -0.246128 -0.796818 0.580985
25 O -2.168998 2.328322 -0.078835
26 H -2.109158 3.125012 0.448355
27 H -1.661528 1.679352 0.408545
28 O 0.226912 2.490092 -1.577035
29 H 0.621012 2.722332 -0.736215
30 H -0.712958 2.612962 -1.443645
31 O 0.975962 -0.117838 -2.117975
32 H 0.860482 0.824962 -1.999625
33 H 1.911462 -0.225328 -2.289805

Cartesian forces, eV/Å:
-0.696 -0.382 -0.282
-0.002 0.167 -0.079
0.362 0.129 0.169
0.268 0.402 0.302
-0.354 -0.258 -0.399
-0.055 -0.041 0.172
-0.634 0.210 0.699
-0.223 0.116 -0.227
0.589 -0.278 -0.413
0.250 0.697 0.399
-0.209 0.080 0.167
-0.220 -0.807 -0.607
1.342 0.229 0.068
-0.706 -0.277 -0.179
-0.145 0.045 0.294
0.233 -0.140 -0.103
0.236 0.359 -0.033
-0.118 -0.335 0.046
0.066 -0.243 -0.786
0.167 0.081 0.040
-0.269 0.170 0.795
-0.606 0.234 0.691
0.291 -0.244 -0.662
-0.064 -0.190 0.204
0.009 0.363 -0.547
-0.130 0.237 0.212
0.004 -0.584 0.375
0.800 -0.133 -0.498
0.126 0.118 0.250
-0.741 -0.095 0.262
0.355 -0.757 -0.128
-0.403 1.274 -0.216
0.477 -0.150 0.016

natural (NBO) atomic charge list, values in e, 2 entries: O -0.96; H 0.46

=====

Below is 38 unconnected molecules or ions with the total composition C6H81N2O40 at a distorted geometry, with properties calculated with the ωB97M-V functional and the def2-TZVPD basis.

Summary:
Energy in hartree: -3396.19000
HOMO energy in eV: -4.972
Multiplicity: 1
Charge: -1
LUMO in eV: 1.1
Molar mass in g mol⁻¹: 821.688

Atoms and positions in Å:
1 C -1.174195 -1.870334 -1.745229
2 C -0.182571 -1.299138 -0.944933
3 C 0.165183 0.229125 -0.975344
4 N 0.131625 0.651152 0.412447
5 C 1.444848 0.927781 0.996543
6 C 1.786825 -0.283535 1.915009
7 O 1.341196 -0.217910 3.070166
8 O 2.436717 -1.263055 1.449371
9 O -0.793102 1.713530 0.607364
10 C -1.614994 1.420612 1.601810
11 N -2.227538 1.075651 2.512565
12 H -2.153068 -2.118903 -1.311852
13 H -1.007000 -2.043088 -2.817152
14 H 0.411514 -1.856890 -0.203382
15 H 1.138830 0.400407 -1.457659
16 H -0.621900 0.751599 -1.550420
17 H 1.401175 1.804494 1.666267
18 H 2.231619 1.099980 0.243211
19 O 1.856786 1.970538 -2.980655
20 H 2.205597 2.210032 -3.842907
21 H 2.422056 2.457136 -2.357989
22 O -4.846858 0.482678 4.285394
23 H -5.596646 0.323584 3.705632
24 H -4.200485 0.922345 3.714093
25 O 1.559221 3.804235 2.926380
26 H 0.875449 3.671315 3.592230
27 H 2.031834 4.585751 3.232198
28 O -6.127865 3.015460 5.571758
29 H -6.790484 3.086082 4.879510
30 H -5.655191 2.194909 5.356554
31 O 3.568444 -3.855370 1.778522
32 H 2.792371 -4.309868 2.122947
33 H 3.330083 -2.910473 1.839836
34 O 4.097553 -2.242732 4.522614
35 H 3.950955 -3.170459 4.314320
36 H 3.638498 -1.768704 3.812518
37 O 1.614888 -0.016458 -5.099862
38 H 1.451045 0.730344 -5.690207
39 H 2.068625 0.379005 -4.339478
40 O -4.685128 3.028652 2.983518
41 H -4.135639 3.399676 3.692042
42 H -4.050606 2.810773 2.290951
43 O 4.249256 3.169761 -2.409597
44 H 4.820049 3.493189 -1.704069
45 H 4.828148 3.105403 -3.174742
46 O -0.288306 -2.059828 5.148253
47 H 0.378693 -1.970099 5.837769
48 H 0.088415 -1.579442 4.395123
49 O -1.242203 -0.855307 -5.808223
50 H -0.516795 -0.401320 -5.354848
51 H -1.692993 -0.152164 -6.303444
52 O 1.187518 2.068429 -7.531136
53 H 0.386409 1.913964 -8.040741
54 H 1.727528 2.621604 -8.105605
55 O -0.706060 5.373648 2.051254
56 H 0.084541 4.823400 2.195313
57 H -0.561511 5.786970 1.196324
58 O -2.487070 4.500817 4.029930
59 H -1.850818 4.604947 4.743073
60 H -2.037373 4.861314 3.252133
61 O 4.140701 5.204711 -0.481364
62 H 3.351378 4.752355 -0.161603
63 H 3.919726 6.138808 -0.413247
64 O -1.519784 2.641116 -2.621335
65 H -1.687561 3.387056 -3.205326
66 H -1.068397 3.030345 -1.865525
67 O 3.270187 -0.502335 -2.771385
68 H 2.566582 -1.148530 -2.892659
69 H 3.928391 -0.972896 -2.241843
70 O 0.625031 -2.587075 8.008859
71 H 0.055602 -2.078957 8.598349
72 H 0.435268 -3.506883 8.236530
73 O -1.689129 -0.896795 8.351389
74 H -1.657574 -0.037146 7.923840
75 H -2.220641 -1.437252 7.750464
76 O -2.970427 -3.430884 -6.355509
77 H -3.650842 -3.552036 -5.682288
78 H -2.484679 -2.644130 -6.063418
79 O 5.316830 -2.678122 -2.019151
80 H 6.144836 -2.905310 -1.587895
81 H 4.682611 -3.324510 -1.675389
82 O 0.493551 -5.107740 6.842733
83 H 0.519240 -4.243073 6.408986
84 H -0.035748 -5.645441 6.247403
85 O 2.645333 3.661562 -10.120626
86 H 3.413323 3.103160 -9.959247
87 H 2.811439 4.041952 -10.988019
88 O -5.945346 5.781838 1.794538
89 H -5.451016 6.535080 2.128844
90 H -5.414271 5.015829 2.057218
91 O 2.577676 -3.821090 -1.479972
92 H 1.981908 -3.813601 -2.237091
93 H 2.078001 -4.268003 -0.789460
94 O -3.442486 0.091210 -7.183185
95 H -3.636377 -0.825059 -7.408548
96 H -3.877690 0.597259 -7.875541
97 O 1.825813 3.570950 5.774567
98 H 2.655518 3.348497 6.207135
99 H 1.210729 2.898494 6.086551
100 O -1.080555 -5.097893 -4.758395
101 H -1.238348 -6.018013 -4.987530
102 H -1.527326 -4.598785 -5.455577
103 O 3.438713 -2.822010 7.566643
104 H 2.653574 -2.999229 7.044114
105 H 3.976045 -2.264566 6.992110
106 O 0.783018 4.661089 -4.384579
107 H 1.541489 4.094402 -4.217381
108 H 0.953280 5.042466 -5.251187
109 O -5.641654 -2.484804 -7.625587
110 H -4.811528 -2.718189 -7.191821
111 H -6.270025 -3.141480 -7.307459
112 O -3.647648 -3.025005 7.212722
113 H -4.187504 -3.026510 6.415416
114 H -4.193563 -3.461536 7.873578
115 O -1.528782 -3.515474 10.163911
116 H -1.490802 -2.650578 9.738212
117 H -2.048646 -4.049637 9.556051
118 O -6.595457 -4.875272 -9.065659
119 H -7.391600 -5.023796 -9.584474
120 H -6.050070 -4.307311 -9.620018
121 O 3.297249 -6.749107 1.942612
122 H 3.990203 -6.661671 2.603700
123 H 3.625698 -6.233013 1.197553
124 O -0.536613 -3.470052 -8.144998
125 H -1.216765 -3.590426 -7.474068
126 H -0.053919 -2.692270 -7.844003
127 O 7.046170 5.890040 1.051718
128 H 6.257238 5.731566 0.518943
129 H 7.593328 6.458495 0.502208

Cartesian forces, eV/Å:
0.681 0.156 0.632
-0.371 0.289 -0.542
0.502 -1.001 -1.863
1.014 -1.263 -0.058
0.344 0.243 0.787
0.383 -1.000 0.273
-0.381 0.370 0.512
0.071 0.625 -0.455
-1.415 1.014 0.732
1.678 -0.374 -1.108
-0.601 0.388 0.068
0.952 -1.952 0.139
-0.945 1.932 -0.130
-1.520 0.591 1.119
-0.198 0.356 0.387
0.534 -0.321 0.326
-0.186 -0.401 -0.403
-0.378 -0.151 -0.048
-0.403 0.638 0.033
0.151 0.040 0.037
0.148 -0.419 -0.332
-0.105 -0.163 0.249
0.004 0.050 -0.043
0.081 -0.054 0.048
-0.397 0.545 -0.618
0.318 -0.363 0.331
0.137 -0.163 0.255
0.009 -0.182 0.217
0.091 0.071 -0.105
-0.012 0.037 -0.113
0.027 -0.153 0.210
-0.007 -0.009 0.009
-0.245 0.211 -0.402
-0.062 0.124 0.048
0.060 0.002 -0.133
-0.104 0.037 0.095
-0.155 0.319 -0.164
0.047 -0.082 -0.200
-0.054 -0.386 0.169
-0.102 0.318 -0.379
0.023 0.060 -0.079
0.079 -0.078 0.095
0.352 0.122 -0.066
-0.136 0.160 0.041
-0.039 -0.199 -0.017
0.115 -0.096 -0.067
-0.108 0.090 0.226
0.102 0.099 -0.146
-0.078 0.218 -0.341
0.225 -0.371 0.210
-0.150 -0.285 0.162
0.039 0.043 0.046
-0.031 -0.049 0.039
-0.031 0.041 -0.056
0.232 0.057 -0.081
0.013 -0.104 -0.088
-0.171 0.023 -0.038
0.017 0.041 0.175
-0.116 -0.022 0.074
0.052 0.021 -0.132
0.035 0.238 0.272
0.067 -0.116 0.016
-0.001 0.016 -0.072
-0.218 0.131 0.052
0.116 -0.026 -0.089
0.076 -0.093 0.010
0.053 -0.090 0.050
0.030 -0.065 0.093
0.076 -0.107 -0.048
-0.068 -0.240 0.105
0.072 0.247 -0.386
0.078 0.004 0.088
-0.210 -0.054 0.177
0.105 0.028 0.004
-0.026 -0.154 -0.118
-0.260 0.266 -0.031
0.209 -0.168 0.183
0.210 0.385 0.202
0.028 -0.173 0.000
0.014 0.102 0.053
-0.259 0.156 0.008
0.033 0.050 -0.113
-0.142 -0.033 -0.100
-0.017 -0.024 0.004
0.119 -0.111 0.108
0.002 -0.017 -0.012
-0.097 0.051 -0.011
0.154 -0.010 -0.057
-0.016 0.011 0.036
-0.149 -0.162 0.139
0.022 -0.118 -0.246
-0.006 -0.003 -0.011
0.106 0.175 0.196
-0.010 0.059 -0.188
-0.060 -0.003 0.005
-0.035 0.043 0.039
-0.177 0.109 0.258
0.046 -0.040 -0.089
0.047 -0.090 -0.051
-0.051 0.003 -0.041
0.059 -0.025 0.014
0.002 -0.082 0.119
0.494 0.034 0.049
-0.146 0.125 0.116
-0.056 -0.116 -0.179
-0.007 0.229 -0.133
-0.120 -0.113 0.222
-0.051 -0.002 -0.014
0.118 0.174 0.135
0.071 -0.146 -0.150
-0.045 -0.068 -0.205
-0.027 -0.080 0.124
0.150 0.124 -0.099
-0.020 0.075 0.042
-0.062 -0.006 0.000
-0.172 0.117 0.080
0.084 -0.036 -0.064
-0.128 -0.076 -0.087
-0.013 -0.053 0.025
0.072 0.099 0.160
0.000 -0.180 -0.095
-0.019 0.074 0.039
-0.005 0.134 0.068
0.029 0.103 -0.025
-0.013 -0.080 -0.155
0.014 -0.017 0.064
-0.079 0.112 -0.142
-0.072 -0.180 0.083
0.061 -0.007 0.037

Löwdin atomic charge list, values in e, 2 entries: C -0.03; C -0.09

=====

Below is C3H3N3O2 in the gas phase at a distorted geometry, with properties calculated with the ωB97M-V functional and the def2-TZVPD basis.

Summary:
Energy in hartree: -430.60920
HOMO energy (alpha / beta) in eV: -9.544 / -9.544
Multiplicity: 1
Energy relative to the best compared isomer or geometry (same formula, charge and spin) in kJ/mol: 818.6
LUMO (alpha / beta) in eV: -1.2 / -1.2
Molar mass in g mol⁻¹: 113.076

Atoms and positions in Å:
1 C 0.871237 1.437863 0.006899
2 C -0.724429 -0.263360 -0.073828
3 C 1.798176 0.486242 -0.008786
4 N -0.423667 1.110013 -0.033004
5 N 0.234685 -1.079059 0.170087
6 N 2.900509 -0.152065 0.050137
7 O 3.735779 0.801062 -0.153066
8 O 3.172049 -1.325306 0.079507
9 H 1.135930 2.450251 -0.019132
10 H -1.751407 -0.567073 -0.448921
11 H 0.119896 -2.153069 0.134445

Cartesian forces, eV/Å:
-2.988 -1.261 -0.149
0.659 0.881 -0.582
-2.794 -2.014 0.455
-0.547 -0.247 -0.259
0.813 -0.704 -0.170
3.732 -0.791 -1.172
-0.392 -0.331 0.485
-0.212 0.042 0.527
0.397 1.372 0.098
1.189 0.549 0.880
0.142 2.504 -0.113

natural (NBO) atomic charge list, values in e, 2 entries: C 0.00; C 0.28

=====

Below is 2 unconnected molecules or ions with the total composition C24H18BrO5S at a distorted geometry, with properties calculated with the ωB97M-V functional and the def2-TZVPD basis.

Summary:
Energy in hartree: -4273.73489
HOMO energy in eV: -2.820
Multiplicity: 1
Charge: -1
LUMO in eV: 1.2
Molar mass in g mol⁻¹: 498.374

Atoms and positions in Å:
1 Br 1.137513 0.586403 1.089887
2 C 0.541659 -1.100511 0.695291
3 S -0.721120 -1.833107 1.595954
4 C -2.120514 -0.691671 1.506828
5 C -2.235362 0.316532 2.459530
6 C -3.287878 1.230240 2.373273
7 C -4.212592 1.136841 1.326633
8 C -4.080899 0.128252 0.365817
9 C -3.029316 -0.788565 0.453923
10 O -1.116993 -3.011766 0.850867
11 O -0.444957 -1.926143 3.010535
12 H 1.174277 -1.772394 0.126358
13 H -1.514868 0.382673 3.270632
14 H -3.375868 2.014376 3.127642
15 H -5.033586 1.854100 1.258257
16 H -4.791677 0.048619 -0.459260
17 H -2.912379 -1.574412 -0.288766
18 C 1.276576 4.349891 6.705349
19 O 2.214098 3.378619 7.233595
20 C 2.858036 2.580212 6.342529
21 C 2.631879 2.654062 4.945032
22 C 3.352539 1.837492 4.100765
23 C 4.322764 0.934430 4.589916
24 C 5.120867 0.147836 3.680492
25 C 5.762329 0.656392 2.599027
26 C 6.564977 -0.174235 1.646556
27 O 6.737597 -1.383869 1.665518
28 C 7.124398 0.793994 0.654799
29 C 6.736700 2.098045 0.983712
30 C 7.106165 3.184725 0.200167
31 C 7.882992 2.953527 -0.939121
32 C 8.283666 1.640529 -1.271362
33 C 7.904488 0.555479 -0.471343
34 C 5.910436 2.100742 2.222606
35 O 5.494540 3.112523 2.775291
36 C 4.497650 0.836436 5.994291
37 C 3.800581 1.652058 6.857170
38 H 0.900899 4.838755 7.603528
39 H 1.777442 5.078068 6.047421
40 H 0.453597 3.865665 6.155561
41 H 1.911256 3.363004 4.528865
42 H 3.156846 1.904554 3.032533
43 H 5.275262 -0.902863 3.920974
44 H 6.775629 4.179328 0.494207
45 H 8.180329 3.789505 -1.572981
46 H 8.892242 1.473047 -2.160514
47 H 8.194337 -0.468251 -0.698776
48 H 5.237637 0.130643 6.371944
49 H 3.947686 1.619108 7.934940

Cartesian forces, eV/Å:
0.622 1.288 0.558
-1.830 -1.967 -0.057
1.761 1.475 -1.657
0.255 -0.019 -0.076
-0.327 0.147 -0.044
-0.050 -0.132 -0.247
0.122 -0.013 0.093
0.224 -0.095 0.163
-0.226 0.301 0.112
-0.190 -0.567 0.290
-0.397 -0.256 0.750
-0.226 0.203 0.083
-0.090 -0.120 -0.174
-0.041 -0.172 -0.238
0.223 -0.202 0.016
0.154 0.068 0.254
0.063 0.113 0.192
0.460 -0.519 0.293
-0.385 0.337 -0.392
0.328 -0.314 -0.901
-0.048 0.141 1.092
0.587 -0.384 -0.051
-1.042 0.767 0.810
0.801 0.178 -0.528
-0.402 -0.280 0.584
-0.064 -0.625 0.224
-0.123 1.183 -0.010
0.138 0.536 -0.374
0.373 -0.258 -0.403
0.094 -0.078 -0.073
-0.043 -0.461 0.186
-0.229 0.189 0.336
0.021 0.096 -0.039
-0.562 0.622 0.341
0.546 -1.114 -0.574
0.064 -0.150 -0.928
-0.755 0.767 -0.044
-0.085 0.077 -0.229
-0.088 -0.250 0.244
0.285 0.086 0.234
0.279 -0.391 0.154
0.112 -0.163 0.232
0.021 0.007 -0.165
0.112 -0.157 -0.140
-0.071 -0.247 0.146
-0.169 0.045 0.231
0.002 0.220 -0.080
-0.203 0.138 0.032
-0.004 -0.047 -0.228

natural (NBO) atomic charge list, values in e, 2 entries: Br -0.03; C -1.07